Here is an isolated molecule of C6H9N from OMol25. Energies are from ωB97M-V with the def2-TZVPD basis set.

Each line ends with the natural charge from an NBO analysis.
Atoms and positions in Å:
C 2.56184 -0.31951 -0.32673  -0.60
C 1.38221 0.51450 0.24836  -0.46
C 0.20686 -0.29541 0.20686  0.03
C -0.16439 -1.57817 0.29586  -0.18
C -1.18175 -0.59511 0.07138  0.28
N -2.40122 -0.37060 -0.07251  -0.52
C -2.83688 0.96413 -0.00778  -0.41
H 2.63458 -1.26337 0.17413  0.21
H 3.53484 0.21024 -0.56522  0.22
H 2.30749 -0.57140 -1.30134  0.21
H 1.17118 1.37945 -0.25590  0.23
H 1.60614 0.63325 1.29646  0.24
H 0.11739 -2.56568 0.28896  0.22
H -2.70367 1.39864 0.89843  0.18
H -3.94676 0.99124 -0.17775  0.19
H -2.28786 1.46780 -0.77321  0.17

Computed properties:
Kohn-Sham gap	9.2	eV
LUMO energy	0.84	eV
total charge	0
max |F|	3.6	eV/A
energy relative to the best compared isomer or geometry (same formula, charge and spin)	93.1	kcal per mole
SMILES string	CCc1c/c1=N/C
multiplicity	1

Here is a structure of composition C22H24FeNO3S2 from OMol25. Energies are from ωB97M-V with the def2-TZVPD basis set.

Each line ends with the natural charge from an NBO analysis.
Atoms and positions in Å:
Fe -0.61137 -0.39608 -0.46423  0.81
C -1.33033 -2.23152 0.29489  -0.28
C -1.61522 -1.28495 1.34338  -0.33
C -2.51808 -0.31940 0.81816  -0.33
H -1.30502 -1.35188 2.37980  0.22
C -2.74105 -0.60248 -0.56256  -0.37
C -2.02659 -1.81849 -0.88674  -0.38
H -2.07667 -2.38695 -1.80882  0.22
H -0.81392 -3.17130 0.42475  0.26
H -3.07214 0.39023 1.41621  0.19
H -3.44017 -0.06796 -1.19841  0.20
C 1.12882 0.36956 -1.50779  -0.29
C 0.37968 -0.54035 -2.32528  -0.36
C -0.92084 0.02584 -2.53541  -0.34
H 0.77841 -1.41919 -2.81932  0.26
C -0.99596 1.25379 -1.79848  -0.36
C 0.25538 1.45400 -1.13949  -0.37
H 0.55077 2.32057 -0.56050  0.22
H 2.19300 0.32694 -1.31300  0.24
H -1.67297 -0.35595 -3.21704  0.21
H -1.80268 1.97611 -1.83573  0.19
O -1.33717 2.08296 1.09868  -0.57
C -2.43225 3.38868 0.84665  0.34
C -2.46180 3.54239 2.36439  -0.49
C -3.68079 2.88405 0.17771  -0.65
C -1.68559 4.45934 0.08709  -0.65
C -1.45813 2.37549 2.47436  -0.04
H -3.43451 3.31991 2.80812  0.20
H -2.05701 4.49421 2.71204  0.19
H -0.48419 2.67134 2.88747  0.17
H -1.85517 1.50606 3.01660  0.17
H -4.36347 3.72717 0.00331  0.20
H -4.18231 2.13976 0.80267  0.23
H -3.43674 2.42879 -0.78977  0.24
H -2.22857 5.41112 0.16648  0.19
H -1.60913 4.18000 -0.96978  0.23
H -0.67750 4.58308 0.49728  0.23
O 2.06859 -3.59929 -2.65480  -0.99
S 1.98001 -3.86250 -1.23579  2.30
O 1.52818 -5.15496 -0.79057  -0.99
N 1.13452 -2.63541 -0.49302  -0.89
C 1.83115 -1.90938 0.35760  0.04
S 1.02905 -0.54146 1.02470  -0.29
C 3.24261 -2.29113 0.43568  -0.11
C 4.32512 -1.68376 1.07984  -0.22
C 5.61203 -2.18894 0.86303  -0.27
C 5.81817 -3.28234 0.00294  -0.36
C 4.73545 -3.88631 -0.65133  -0.16
C 3.46525 -3.37434 -0.42400  -0.42
H 4.12935 -0.83135 1.73062  0.21
H 6.46695 -1.72995 1.36129  0.18
H 6.82547 -3.66356 -0.16547  0.17
H 4.84938 -4.73021 -1.32839  0.19

Computed properties:
Kohn-Sham gap (alpha / beta)	2.4 / 4.5	eV
LUMO energy (alpha / beta)	4.28 / 4.28	eV
total charge	-2
max |F|	4.4	eV/A
multiplicity	6

Here is a structure of composition C28H28Cl4N8O2RuS3 from OMol25. Energies are from ωB97M-V with the def2-TZVPD basis set.

Each line ends with the Löwdin charge.
Atoms and positions in Å:
Ru -0.08536 -0.06283 -0.30153  0.88
Cl -3.52072 5.54138 -2.48189  0.71
C -2.93207 4.27791 -1.49657  -0.71
C -2.87790 4.46588 -0.06696  -0.71
Cl -3.38724 5.95015 0.60157  0.71
C -2.41113 3.47152 0.75045  -0.64
Cl -2.34622 3.64795 2.45393  0.73
C -1.93629 2.24678 0.19677  -0.41
O -1.48583 1.29269 0.89388  -0.19
C -1.98358 2.06329 -1.25144  -0.42
O -1.54203 0.98571 -1.71763  -0.18
C -2.50838 3.10836 -2.06284  -0.64
Cl -2.55596 2.84259 -3.76014  0.72
S 3.42567 1.56784 5.29540  1.04
C 2.57510 1.04397 3.83481  -0.49
C 1.84270 2.00223 3.13800  -0.05
C 1.14448 1.63445 2.00565  -0.11
N 1.11229 0.37832 1.55601  -0.06
C 1.81500 -0.54649 2.23068  -0.11
C 2.56598 -0.25871 3.35222  -0.04
C 4.90237 0.57205 5.23591  -0.53
C 4.93649 -0.71004 5.76144  -0.09
C 6.10974 -1.44090 5.62708  -0.13
N 7.21029 -0.96611 5.04157  0.07
C 7.17353 0.28576 4.57905  -0.13
C 6.04501 1.09335 4.64634  -0.07
H 1.82614 3.03352 3.47092  0.12
H 0.62027 2.37503 1.42270  0.11
H 1.76106 -1.55779 1.85426  0.11
H 3.12363 -1.04766 3.83867  0.11
H 4.07992 -1.12499 6.27825  0.11
H 6.16653 -2.45481 6.00793  0.11
H 8.08707 0.65843 4.12807  0.11
H 6.05317 2.10072 4.24949  0.11
C -5.20111 -3.03530 -0.05129  -0.06
N -3.74361 -2.87940 -0.03540  -0.03
C -2.99885 -1.80865 0.29540  -0.74
S -1.29610 -2.09271 0.44792  0.65
N -3.48481 -0.59506 0.50881  0.01
C -4.85087 -0.05904 0.44593  -0.03
H -5.42319 -3.99628 -0.51035  0.09
H -5.67425 -2.26677 -0.65175  0.07
H -5.63160 -3.03131 0.94947  0.09
H -3.20938 -3.73181 -0.02598  0.10
H -2.76654 0.08018 0.71877  0.05
H -5.55521 -0.65804 1.01049  0.08
H -5.20282 0.04564 -0.58118  0.09
H -4.82226 0.93193 0.89221  0.10
N 4.50657 1.00826 -5.61205  0.19
C 3.90467 1.12031 -4.63875  -0.15
C 3.13401 1.24270 -3.41834  -0.20
C 1.97568 2.00058 -3.39467  0.02
C 1.22567 2.01107 -2.23499  -0.10
N 1.56316 1.32696 -1.13525  -0.04
C 2.71875 0.65311 -1.15503  -0.18
C 3.53178 0.57919 -2.26613  -0.01
H 1.65761 2.55916 -4.26487  0.13
H 0.31515 2.58991 -2.18005  0.11
H 2.99701 0.15485 -0.23720  0.10
H 4.44643 0.00336 -2.24277  0.13
C -3.01181 -1.72692 -3.78785  -0.03
N -1.80830 -1.44231 -3.00579  0.00
C -0.74932 -2.20472 -2.77615  -0.77
S 0.73219 -1.50291 -2.17112  0.66
N -0.72021 -3.50981 -3.03431  -0.01
C -1.80820 -4.43471 -3.35621  -0.05
H -3.33510 -0.79315 -4.24050  0.09
H -3.82744 -2.10844 -3.16974  0.08
H -2.80522 -2.43400 -4.58375  0.09
H -1.71657 -0.48923 -2.68356  0.06
H 0.18171 -3.92129 -2.86597  0.11
H -1.85886 -4.65472 -4.42161  0.09
H -2.76171 -4.03634 -3.02865  0.06
H -1.63076 -5.36387 -2.81982  0.09

Computed properties:
Kohn-Sham gap (alpha / beta)	6.6 / 4.5	eV
LUMO energy (alpha / beta)	-3.20 / -4.82	eV
total charge	+1
max |F|	3.7	eV/A
energy relative to the best compared isomer or geometry (same formula, charge and spin)	45.2	kcal per mole
multiplicity	2